{"formula": "C29H51AlB3Cl2CsFN4O15SV", "method": "wB97M-V/def2-TZVPD", "elements": ["C", "C", "O", "O", "C", "C", "C", "B", "O", "B", "C", "C", "N", "O", "B", "C", "C", "C", "Cl", "O", "H", "H", "H", "H", "H", "H", "H", "H", "H", "H", "H", "H", "H", "H", "H", "H", "H", "H", "H", "C", "C", "N", "C", "C", "N", "C", "C", "H", "H", "H", "H", "H", "H", "H", "H", "H", "H", "H", "F", "Cl", "Cs", "O", "V", "O", "C", "C", "O", "C", "O", "O", "C", "H", "H", "H", "H", "H", "H", "H", "H", "O", "S", "O", "O", "O", "Al", "C", "C", "O", "N", "C", "H", "H", "H", "H", "H", "H", "H", "C", "C", "C", "C", "C", "C", "H", "H", "H", "H", "H", "H"], "positions_angstrom": [[-0.7721, -4.6186, 0.9389], [-1.9486, -4.3603, 2.0660], [-2.2507, -5.3643, 2.9028], [-2.5964, -3.0240, 2.0689], [-3.5260, -2.9020, 0.8991], [-4.8219, -1.9618, 1.2486], [-4.6385, -0.3657, 0.9365], [-3.0904, 0.1831, 0.9333], [-2.0731, -0.0249, 1.9816], [-0.7021, -0.0747, 1.4345], [0.4815, -0.7712, 2.3804], [1.9889, -0.6690, 1.7201], [2.9587, -1.5425, 2.1485], [-0.2565, 0.4625, 0.1294], [-1.4660, 0.2974, -0.7466], [-1.5232, -0.6242, -2.1083], [-0.0759, -1.2060, -2.6150], [0.7255, -2.1256, -1.5171], [1.5996, -3.6017, -2.2793], [-2.6892, 1.0225, -0.2500], [0.2606, -4.1962, 1.2906], [-1.1472, -4.1670, -0.0934], [-0.7240, -5.7967, 0.7532], [-3.9511, -4.0063, 0.7478], [-2.9725, -2.6394, -0.1005], [-5.2147, -2.0966, 2.3661], [-5.7220, -2.3364, 0.5634], [-5.1528, -0.1153, -0.0867], [-5.1956, 0.2144, 1.8196], [0.5464, -0.2675, 3.4598], [0.2783, -1.9266, 2.5781], [2.2624, 0.0981, 0.8770], [3.8623, -1.3584, 1.6373], [-1.9724, 0.0572, -2.9631], [-2.3311, -1.4732, -1.8998], [0.5618, -0.3090, -3.0548], [-0.3003, -1.9149, -3.5483], [0.0668, -2.4170, -0.5726], [1.6020, -1.4449, -1.0776], [3.5074, -4.8127, 2.9093], [4.5812, -5.8422, 3.2057], [5.9130, -5.2815, 3.4817], [6.2974, -3.9462, 3.4957], [7.6395, -3.9190, 3.7526], [8.0433, -5.2330, 3.9013], [6.9858, -6.0441, 3.7548], [9.4011, -5.6888, 4.1701], [3.7799, -4.1970, 2.0460], [2.5565, -5.3055, 2.6859], [3.3530, -4.1497, 3.7666], [4.6876, -6.5180, 2.3494], [4.2904, -6.4421, 4.0753], [5.5744, -3.1705, 3.3138], [8.3622, -3.1276, 3.8457], [6.9951, -7.1259, 3.8317], [9.7126, -6.3637, 3.3685], [9.4160, -6.2153, 5.1272], [10.0848, -4.8361, 4.2119], [6.6780, -4.0056, 0.8676], [4.8780, -1.4175, 0.4659], [-0.8220, -1.7525, 3.9909], [0.7681, 0.3030, 7.5721], [0.9780, 1.9016, 8.2696], [1.1878, 3.5002, 8.9671], [-4.6134, 2.2513, -7.8146], [-5.4112, 1.3816, -6.8568], [-4.7782, 1.3022, -5.5743], [-4.8709, 2.4105, -4.7983], [-5.4430, 3.4500, -5.0954], [-4.1961, 2.1802, -3.6457], [-4.1242, 3.3170, -2.7863], [-3.5824, 1.8910, -7.8899], [-5.0673, 2.2458, -8.8093], [-4.5626, 3.2867, -7.4682], [-5.4554, 0.3614, -7.2500], [-6.4452, 1.7326, -6.7528], [-5.1219, 3.7093, -2.5646], [-3.4971, 4.0874, -3.2410], [-3.6617, 3.0031, -1.8464], [-1.4248, 3.8736, -4.9753], [-1.5452, 3.8251, -6.4439], [-2.8204, 4.4413, -6.8531], [-1.5109, 2.4216, -6.8937], [-0.4244, 4.5641, -7.0533], [-5.1452, 5.7537, -4.9474], [-9.0873, 10.8273, -7.1355], [-8.6327, 9.4504, -7.5304], [-8.4327, 9.1401, -8.7027], [-8.4421, 8.5316, -6.5417], [-8.6232, 8.7055, -5.1196], [-9.1955, 11.4472, -8.0296], [-10.0572, 10.7685, -6.6339], [-8.3445, 11.2897, -6.4796], [-8.1367, 7.6286, -6.8815], [-7.6695, 8.4984, -4.6284], [-9.3681, 7.9814, -4.7814], [-8.9527, 9.7123, -4.8629], [9.3829, 0.2606, 7.7287], [9.3512, -1.0555, 8.1886], [8.6077, -2.0166, 7.5041], [7.9031, -1.6631, 6.3530], [7.9379, -0.3477, 5.8910], [8.6739, 0.6153, 6.5808], [9.9597, 1.0100, 8.2643], [9.9059, -1.3324, 9.0817], [8.5779, -3.0405, 7.8665], [7.3276, -2.4130, 5.8167], [7.3900, -0.0728, 4.9930], [8.6962, 1.6412, 6.2237]], "forces_ev_per_angstrom": [[-1.49, -0.57, -0.36], [-0.56, -5.15, 2.69], [1.56, 7.45, -5.07], [0.64, -2.58, -0.89], [-1.84, -1.75, -0.33], [-0.65, -0.08, -0.09], [-0.26, 0.07, 0.86], [-0.23, 1.70, -1.09], [1.35, -0.22, -3.51], [0.22, 1.30, -0.79], [5.16, 1.46, -3.24], [2.81, -2.34, 0.84], [-6.73, 3.85, -0.67], [-3.97, -2.51, 1.75], [-0.36, 1.64, 0.22], [0.17, 0.35, 0.08], [-0.66, -0.95, -1.25], [0.82, 2.15, 0.82], [-1.27, 1.51, 0.95], [2.04, -4.20, 1.59], [-1.97, -0.71, -0.78], [1.08, -0.68, 2.27], [0.06, 2.73, 0.75], [0.81, 2.42, 0.17], [-0.87, -0.09, 2.03], [1.27, -0.02, -2.46], [2.11, 0.66, 1.46], [1.10, -0.29, 2.08], [1.01, -1.09, -2.03], [1.24, -0.06, -3.46], [3.64, 3.26, -4.34], [-0.84, -1.35, 1.68], [0.77, 0.11, 0.21], [0.75, -1.40, 1.66], [1.70, 1.61, -0.58], [-1.13, -1.99, 1.25], [0.50, 1.58, 2.04], [1.24, 0.22, -2.30], [-1.84, -1.70, -0.95], [0.26, 0.49, -0.02], [-0.34, -0.55, -0.14], [0.67, 0.25, 0.45], [0.16, -0.72, -0.04], [-0.36, -0.72, -0.03], [-0.69, -0.01, -0.05], [-0.03, 0.96, -0.33], [0.28, -0.25, 0.06], [0.00, -0.12, 0.09], [0.24, -0.11, 0.08], [-0.02, -0.05, -0.08], [0.04, 0.17, 0.16], [0.10, 0.08, -0.13], [0.24, 0.03, -0.11], [-0.19, 0.10, -0.11], [0.02, 0.31, -0.08], [0.03, 0.15, 0.16], [0.11, 0.09, -0.14], [-0.29, -0.16, -0.03], [-0.44, 0.50, 0.04], [1.50, -0.65, -1.08], [-8.57, -4.06, 10.21], [0.28, 3.41, 1.03], [0.33, 1.07, 0.87], [-0.66, -4.54, -2.15], [0.01, 0.00, 0.08], [-0.46, 0.15, -1.42], [-0.22, 1.94, 1.95], [1.41, -2.56, -0.27], [0.05, 0.72, 0.21], [-0.97, 0.47, -1.31], [0.03, 0.28, 0.52], [-0.25, 0.00, -0.05], [-0.01, -0.09, 0.15], [-0.09, -0.22, -0.15], [0.11, 0.09, 0.43], [0.24, 0.00, 0.16], [0.08, -0.09, -0.06], [0.07, -0.02, -0.01], [-0.06, -0.14, -0.33], [0.23, -0.19, -0.38], [0.20, -0.15, -0.39], [0.32, 0.15, 0.09], [-0.24, 0.47, 0.57], [-0.56, 0.05, 0.57], [0.12, -0.88, -0.33], [-0.07, 0.18, -0.06], [0.19, -0.24, -1.40], [-0.10, 0.16, 0.93], [0.09, 0.14, -0.11], [0.03, -0.48, -0.19], [0.07, -0.29, 0.15], [0.14, 0.13, 0.10], [-0.20, 0.03, 0.07], [-0.18, 0.21, -0.01], [-0.07, 0.15, 0.35], [-0.01, 0.17, 0.31], [0.09, -0.18, -0.12], [-0.12, -0.11, -0.11], [-0.07, 0.02, -0.11], [0.02, 0.16, -0.10], [0.11, 0.15, 0.15], [0.07, -0.04, 0.12], [0.01, -0.17, 0.06], [-0.09, -0.13, -0.09], [-0.10, 0.05, -0.15], [0.01, 0.13, -0.02], [0.03, 0.15, 0.18], [0.08, -0.01, 0.11], [0.01, -0.15, 0.05]], "lowdin_charge": [-0.001, -0.333, 0.028, -0.272, -0.142, -0.138, -0.068, -0.360, 0.083, -0.429, -0.455, -0.108, 0.060, 0.176, -0.342, -0.072, -0.225, -0.544, 0.479, 0.141, 0.092, 0.091, 0.131, 0.162, 0.127, 0.148, 0.142, 0.131, 0.145, 0.026, -0.123, 0.147, -0.296, 0.139, 0.131, 0.142, 0.122, 0.064, 0.081, -0.090, -0.159, -0.034, -0.023, -0.014, -0.084, -0.006, 0.022, 0.065, 0.078, 0.074, 0.138, 0.131, 0.118, 0.136, 0.175, 0.109, 0.105, 0.107, -0.425, 0.343, 1.637, -0.659, 1.167, -0.562, -0.055, -0.183, 0.063, -0.508, -0.117, 0.019, -0.050, 0.073, 0.099, 0.046, 0.135, 0.131, 0.096, 0.063, 0.100, -0.172, 0.301, -0.265, -0.150, -0.105, 1.037, -0.009, -0.546, 0.033, -0.012, -0.087, 0.092, 0.089, 0.087, 0.130, 0.059, 0.085, 0.081, -0.083, -0.086, -0.095, -0.117, -0.099, -0.089, 0.107, 0.106, 0.099, 0.066, 0.097, 0.104], "lumo_ev": -10.00, "total_charge": 2, "homo_lumo_gap_ev": 1.0}